{
  "formula": "C45H56O35",
  "method": "ωB97M-V with the def2-TZVPD basis set",
  "homo_ev": -8.70,
  "multiplicity": 1,
  "smiles": "O=C1OC(=O)C(COc2ccccc2)=C1CCCCO.O=C1OCCO1.O=C1OCCO1.O=C1OCCO1.O=C1OCCO1.O=C1OCCO1.O=C1OCCO1.O=C1OCCO1.O=C1OCCO1.O=C1OCCO1.O=C1OCCO1",
  "homo_lumo_gap_ha": 0.29666,
  "e_lumo_ev": -0.6,
  "symbols": ["O", "O", "O", "O", "O", "O", "O", "O", "O", "O", "O", "O", "O", "O", "O", "O", "O", "O", "O", "O", "O", "O", "O", "O", "O", "O", "O", "O", "O", "O", "O", "O", "O", "O", "O", "C", "C", "C", "C", "C", "C", "C", "C", "C", "C", "C", "C", "C", "C", "C", "C", "C", "C", "C", "C", "C", "C", "C", "C", "C", "C", "C", "C", "C", "C", "C", "C", "C", "C", "C", "C", "C", "C", "C", "C", "C", "C", "C", "C", "C", "H", "H", "H", "H", "H", "H", "H", "H", "H", "H", "H", "H", "H", "H", "H", "H", "H", "H", "H", "H", "H", "H", "H", "H", "H", "H", "H", "H", "H", "H", "H", "H", "H", "H", "H", "H", "H", "H", "H", "H", "H", "H", "H", "H", "H", "H", "H", "H", "H", "H", "H", "H", "H", "H", "H", "H"],
  "xyz": [[0.15258, -0.88753, -6.63426], [3.64301, -1.58865, -4.33744], [-1.96838, -0.12473, -6.75064], [2.43799, -7.89335, -3.46900], [-5.49213, -0.21557, 0.33832], [2.00341, -2.85415, -5.19683], [-4.38194, 1.69236, -0.06869], [2.79620, 5.00570, 0.32772], [1.01029, 4.69691, 4.51114], [1.58974, 2.61494, 5.03903], [-8.90434, 1.21809, 2.96903], [-9.31557, 1.35229, 5.17896], [1.18871, 3.90772, -7.46233], [4.41758, -6.94318, -3.00163], [-3.73370, 4.09363, 6.06318], [7.11266, -9.51414, -5.81141], [-1.20849, -0.97925, -4.83715], [-7.90786, -0.20315, 4.36287], [-0.19888, 0.04474, -1.24584], [-0.74719, 3.65362, -1.17367], [-0.28562, 3.82388, -5.76220], [5.55864, -10.99381, -6.49228], [-3.90772, 3.92836, 8.30394], [0.22481, 3.83573, 0.86908], [3.81074, -8.79792, -1.93055], [-4.25153, -0.07062, 11.28586], [3.18326, 4.09223, 4.47565], [-1.92596, 3.66189, 7.32558], [-3.57285, 0.25191, 1.41666], [4.00633, -3.75982, -4.83210], [5.29662, -9.93246, -4.54788], [-3.72831, -1.30062, 9.51105], [-0.94235, 4.58151, -7.75378], [-2.45821, 0.47565, 10.04762], [-1.02293, 2.38028, -3.00145], [3.13046, -4.85030, -5.15667], [4.05325, -10.61209, -4.80224], [-2.53228, 1.22894, 1.21225], [4.45776, -11.63780, -5.84182], [-3.10917, -0.25194, -5.89594], [6.09157, -10.09118, -5.63957], [-0.21966, 3.95581, 4.59287], [2.89243, 4.10612, -0.75439], [-2.13362, 4.43699, -6.97535], [5.38204, -7.11944, -1.95562], [-1.65852, 3.72898, 8.73616], [-4.75399, -2.02860, 10.20125], [-0.89848, -0.68609, -6.12704], [1.54326, 3.67741, -1.15838], [6.14228, 5.29340, 2.68044], [1.14269, 0.03252, -1.73643], [3.93138, 5.08773, 1.12185], [-3.01876, 3.44600, 9.33196], [-1.59003, 4.37908, -5.56063], [1.96731, -4.14116, -5.82285], [1.98356, 2.77902, -3.49967], [-7.91735, 0.52300, 2.19120], [5.73314, 6.34866, 1.92048], [0.32165, 3.75823, -0.31499], [-3.24590, 3.91469, 7.13271], [-3.39230, -0.23346, 10.25956], [0.20397, 2.73498, 5.38533], [0.09666, 4.08651, -7.04040], [4.32408, 4.02825, 1.89534], [4.62154, 6.26644, 1.13901], [-0.26619, 2.95640, -2.28349], [-7.62947, -0.69208, 3.04278], [2.03731, 3.83261, 4.65414], [2.38959, 1.29463, -3.53735], [-5.36254, -0.95856, 11.08617], [3.45982, -7.87827, -2.85704], [5.43198, 4.12543, 2.68324], [-3.30089, 2.37516, 0.58943], [1.19398, 3.14578, -2.31960], [3.26050, -2.63745, -4.75066], [-8.76478, 0.84223, 4.25858], [5.19010, -8.57862, -1.59163], [-4.56719, 0.50896, 0.54432], [-2.47244, -0.38206, -4.52585], [1.27983, 0.32190, -3.22656], [2.91285, 3.32976, -3.45391], [-1.48724, 5.36720, -5.10869], [-0.54858, 3.71002, 3.58268], [1.55940, -0.61563, -3.66946], [1.01323, -4.62910, -5.64527], [3.32837, -9.89082, -5.17993], [-2.29780, 0.58560, -4.05005], [-6.16448, -0.41221, 10.59086], [2.84097, -5.35657, -4.23859], [5.80712, -9.24225, -2.19513], [-8.30910, 0.27365, 1.21073], [-0.79500, -0.02088, -1.99172], [-3.03933, -1.01535, -3.84822], [-0.90851, 2.99829, 9.02703], [-3.71657, 3.05753, 1.33320], [6.38168, -6.89399, -2.31437], [3.62758, -5.56190, -5.80950], [1.49609, 3.07670, -4.40643], [1.54807, -0.94665, -1.52928], [5.71918, 3.28321, 3.27689], [-3.18769, 2.38455, 9.48390], [6.29478, 7.26293, 1.94100], [-5.72386, -1.33950, 12.03677], [3.66572, -11.05608, -3.88994], [3.26279, 1.10069, -2.93411], [5.13771, -6.44460, -1.13418], [-3.19307, 3.97160, 10.26663], [-1.78185, 0.80932, 0.53934], [2.10662, -4.01252, -6.89744], [-2.63466, 3.51283, -7.26933], [5.37230, -8.77862, -0.53952], [3.75226, 3.12561, 1.85972], [-0.33644, 1.83293, 5.11087], [-0.99116, 4.53669, 5.08686], [3.54773, 3.26913, -0.54456], [-2.17565, 3.74588, -4.89971], [-2.05824, 1.49237, 2.15298], [0.34650, 0.59607, -3.68378], [7.02104, 5.39776, 3.28304], [-5.46056, -2.45570, 9.49711], [-8.30196, -1.52408, 2.82728], [4.31215, 7.11486, 0.56586], [-2.71295, 2.93924, -0.12241], [3.66861, -11.85897, -6.55434], [-6.60248, -1.03458, 2.96139], [4.80940, -12.57029, -5.39749], [-7.04510, 1.16384, 2.07114], [1.71035, 0.73363, -1.14255], [-2.80439, 5.27473, -7.14341], [2.68920, 1.11476, -4.55688], [-3.75537, 0.61681, -5.98806], [-3.66772, -1.14383, -6.18436], [-1.29342, 4.73008, 8.97146], [3.31969, 4.65489, -1.58742], [-4.28780, -2.83182, 10.77383], [0.12244, 2.88353, 6.45802]],
  "lowdin_charge": [0.18, 0.16, 0.06, 0.15, 0.14, 0.05, 0.07, -0.04, 0.07, 0.06, 0.06, 0.16, 0.18, 0.05, 0.16, 0.17, 0.04, 0.05, -0.07, 0.13, 0.03, 0.07, 0.07, 0.19, 0.06, 0.07, 0.16, 0.02, 0.07, 0.07, 0.04, 0.07, 0.07, 0.14, 0.15, -0.11, -0.11, -0.09, -0.11, -0.11, -0.57, -0.10, -0.11, -0.11, -0.09, -0.10, -0.11, -0.56, -0.02, -0.09, -0.21, -0.27, -0.10, -0.12, -0.10, -0.09, -0.12, -0.09, -0.36, -0.57, -0.57, -0.11, -0.56, -0.04, -0.01, -0.35, -0.11, -0.56, -0.15, -0.10, -0.59, -0.09, -0.10, -0.08, -0.56, -0.58, -0.11, -0.59, -0.11, -0.17, 0.12, 0.14, 0.12, 0.08, 0.13, 0.13, 0.11, 0.14, 0.11, 0.12, 0.13, 0.06, 0.14, 0.13, 0.14, 0.14, 0.14, 0.11, 0.11, 0.11, 0.10, 0.10, 0.13, 0.14, 0.12, 0.13, 0.14, 0.12, 0.13, 0.13, 0.13, 0.12, 0.13, 0.12, 0.14, 0.12, 0.13, 0.09, 0.10, 0.13, 0.13, 0.12, 0.11, 0.13, 0.13, 0.13, 0.12, 0.11, 0.13, 0.12, 0.13, 0.13, 0.13, 0.14, 0.13, 0.11]
}